Record 1
The following is a DFT calculation (wB97M-V/def2-TZVPD) of 8 unconnected molecules or ions with the total composition C11H39O8.

For the energy relative to the best compared isomer or geometry (same formula, charge and spin), the calculation gives 0.00 kJ/mol.

```
! RIJCOSX wB97M-V def2-TZVPD def2/J DEFGRID3
* xyz 1 1
O 26.009 -4.816 -10.575
H 26.244 -3.891 -10.291
H 25.126 -5.049 -10.168
H 25.885 -4.797 -11.570
C 28.152 -2.067 -13.963
C 27.493 -3.441 -14.057
C 28.133 -4.311 -15.159
O 27.542 -4.135 -12.812
H 27.758 -1.470 -13.141
H 27.951 -1.505 -14.876
H 29.233 -2.193 -13.870
H 26.441 -3.341 -14.334
H 28.343 -3.704 -16.043
H 27.387 -5.040 -15.476
H 29.052 -4.777 -14.813
H 28.456 -4.123 -12.504
C 26.653 -7.430 -12.815
C 27.258 -8.416 -13.815
C 27.661 -9.721 -13.101
O 26.287 -8.733 -14.813
H 27.445 -7.204 -12.090
H 25.778 -7.855 -12.322
H 26.426 -6.481 -13.300
H 28.151 -7.959 -14.242
H 26.784 -10.018 -12.515
H 28.423 -9.495 -12.349
H 27.962 -10.518 -13.769
H 25.483 -9.012 -14.367
C 29.001 -5.520 -8.521
O 27.744 -4.909 -8.194
H 29.467 -5.984 -7.657
H 28.847 -6.243 -9.329
H 29.628 -4.742 -8.955
H 27.335 -5.444 -7.509
C 23.291 -7.301 -9.101
O 24.608 -7.056 -9.596
H 22.542 -6.606 -9.475
H 22.993 -8.316 -9.376
H 23.226 -7.212 -8.009
H 25.102 -7.858 -9.408
C 23.725 -3.010 -12.747
O 24.478 -4.223 -12.745
H 23.247 -2.829 -11.787
H 24.359 -2.151 -12.974
H 22.908 -3.094 -13.467
H 24.720 -4.383 -13.663
C 24.358 -3.942 -7.996
O 23.749 -4.082 -9.265
H 23.665 -3.920 -7.147
H 24.974 -4.819 -7.792
H 24.928 -3.018 -7.878
H 22.836 -3.786 -9.230
C 27.478 -1.850 -9.531
O 26.223 -2.088 -10.217
H 27.356 -2.038 -8.466
H 28.255 -2.488 -9.945
H 27.762 -0.815 -9.721
H 25.731 -1.267 -10.249
*
```

=====

Record 2
The following is a DFT calculation (wB97M-V/def2-TZVPD) of 9 unconnected molecules or ions with the total composition C11H40N14O11.

The structure (SMILES) is NC(N)=O.NC(N)=O.NC(N)=O.NC(N)=O.NC(N)=O.NC(N)=O.NC(N)=O.OCCO.OCCO. For the energy relative to the best compared isomer or geometry (same formula, charge and spin), the calculation gives 3.88 kJ/mol.

```
! RIJCOSX wB97M-V def2-TZVPD def2/J DEFGRID3
* xyz 0 1
C 1.272 -1.061 4.534
O 1.422 0.053 5.000
N 2.160 -2.079 4.723
N 0.294 -1.337 3.604
H 3.019 -1.824 5.170
H 1.974 -2.993 4.359
H -0.295 -0.541 3.394
H -0.129 -2.238 3.460
C 3.951 1.672 -2.798
O 2.993 1.772 -3.561
N 3.874 1.019 -1.613
N 5.191 2.115 -3.165
H 3.014 0.565 -1.342
H 4.725 0.891 -1.103
H 5.980 1.989 -2.565
H 5.138 2.596 -4.045
C 4.752 -2.934 0.028
O 4.119 -3.963 0.098
N 6.127 -2.880 0.000
N 4.173 -1.692 -0.076
H 6.658 -2.045 -0.152
H 6.599 -3.763 0.057
H 3.186 -1.599 -0.259
H 4.769 -0.894 0.005
C -0.601 2.631 -5.276
O -0.929 3.666 -4.723
N 0.489 1.924 -4.866
N -1.122 2.183 -6.465
H 0.823 1.150 -5.419
H 1.254 2.459 -4.482
H -1.899 2.667 -6.874
H -0.752 1.357 -6.896
C -2.198 3.539 -1.120
O -1.556 4.572 -1.064
N -2.756 2.949 -0.029
N -2.278 2.818 -2.287
H -3.319 2.132 -0.163
H -2.760 3.421 0.855
H -3.019 2.140 -2.368
H -1.990 3.282 -3.144
C 0.482 0.131 -0.794
O 1.434 -0.658 -0.665
N -0.509 0.220 0.125
N 0.467 1.071 -1.773
H -0.450 -0.350 0.950
H -1.340 0.739 -0.084
H 1.210 1.074 -2.454
H -0.320 1.695 -1.864
C -2.091 1.739 3.869
O -1.426 0.990 3.166
N -1.746 2.076 5.141
N -3.226 2.339 3.427
H -0.870 1.731 5.500
H -2.063 2.982 5.441
H -3.508 2.157 2.473
H -3.947 2.672 4.042
C -0.781 -3.564 -0.783
C -0.881 -3.804 0.707
O -0.225 -5.002 1.113
O 0.534 -3.251 -1.190
H -1.468 -2.757 -1.071
H -1.056 -4.493 -1.288
H -1.932 -3.959 0.966
H -0.486 -2.958 1.277
H 0.716 -4.811 1.177
H 0.715 -2.318 -0.982
C -4.327 -0.561 0.793
C -3.873 -1.475 1.903
O -2.456 -1.394 2.024
O -4.414 0.781 1.279
H -5.230 -0.898 0.279
H -3.535 -0.623 0.037
H -4.107 -2.498 1.603
H -4.382 -1.262 2.845
H -2.249 -0.725 2.695
H -5.011 1.247 0.683
*
```

=====

Record 3
The following is a DFT calculation (wB97M-V/def2-TZVPD) of 9 unconnected molecules or ions with the total composition C11H41O9S.

```
! RIJCOSX wB97M-V def2-TZVPD def2/J DEFGRID3
* xyz 1 1
C -2.101 6.739 -2.152
O -1.212 5.836 -2.901
C -1.032 4.541 -2.224
C 0.513 4.003 -2.492
C 0.606 2.775 -3.582
C -0.403 1.494 -3.213
C 0.342 0.047 -3.421
C 0.114 -0.970 -2.154
C -1.472 -1.023 -1.627
C -1.480 -2.230 -0.469
C -1.193 -1.500 0.970
C 0.031 -2.146 1.849
S 0.188 -4.009 1.751
H -3.035 6.953 -2.852
H -2.526 6.299 -1.154
H -1.485 7.732 -1.908
H -1.188 4.573 -1.058
H -1.858 3.813 -2.654
H 1.028 3.613 -1.503
H 1.112 4.914 -2.934
H 1.726 2.369 -3.554
H 0.397 3.142 -4.677
H -0.739 1.695 -2.088
H -1.349 1.497 -3.940
H -0.090 -0.470 -4.394
H 1.523 0.140 -3.559
H 0.373 -2.065 -2.498
H 0.743 -0.703 -1.191
H -1.840 0.008 -1.203
H -2.146 -1.368 -2.543
H -0.662 -2.992 -0.816
H -2.566 -2.669 -0.492
H -0.871 -0.377 0.728
H -2.162 -1.403 1.640
H -0.208 -1.889 2.990
H 1.039 -1.555 1.613
H 1.435 -4.415 2.311
H -0.891 -4.686 2.341
O -3.242 1.255 0.278
H -3.188 1.409 1.233
H -4.177 1.051 0.125
O 3.697 -1.551 1.369
H 3.142 -2.204 1.822
H 4.277 -1.212 2.067
O 0.445 -1.918 5.718
H 0.293 -2.541 4.991
H -0.440 -1.580 5.924
O -1.965 10.079 -2.279
H -2.532 10.744 -2.699
H -1.486 9.679 -3.020
O -0.498 -4.571 5.214
H 0.181 -5.240 5.390
H -1.321 -5.081 5.169
O 0.202 -7.171 6.548
H 0.964 -7.591 6.975
H -0.538 -7.374 7.138
O 2.884 -4.546 -0.862
H 3.702 -4.129 -0.551
H 2.339 -4.617 -0.064
O 6.320 -3.228 0.974
H 5.498 -2.772 1.207
H 6.780 -2.601 0.395
*
```

=====

Record 4
The following is a DFT calculation (wB97M-V/def2-TZVPD) of 10 unconnected molecules or ions with the total composition C11H42N14O10.

The structure (SMILES) is NC(N)=O.NC(N)=O.NC(N)=O.NC(N)=O.NC(N)=O.NC(N)=O.NC(N)=O.CCO.CO.CO. For the energy relative to the best compared isomer or geometry (same formula, charge and spin), the calculation gives 0.00 kJ/mol.

```
! RIJCOSX wB97M-V def2-TZVPD def2/J DEFGRID3
* xyz 0 1
C 7.729 2.439 -2.182
O 7.083 3.433 -1.496
H 7.528 2.638 -3.235
H 8.797 2.523 -1.982
H 7.371 1.430 -1.976
H 7.413 3.480 -0.596
C 3.713 2.478 5.779
O 2.769 3.394 5.308
H 3.655 1.487 5.329
H 4.629 3.044 5.610
H 3.725 2.202 6.834
H 3.109 3.664 4.452
C -2.580 6.416 0.834
O -1.484 6.876 1.069
N -3.038 5.902 -0.267
N -3.508 6.596 1.696
H -2.488 6.124 -1.085
H -3.973 5.542 -0.393
H -4.465 6.397 1.444
H -3.260 6.660 2.674
C -5.864 0.306 5.209
O -6.127 -0.383 6.125
N -4.740 0.491 4.636
N -6.866 0.911 4.630
H -4.717 1.009 3.770
H -3.938 0.202 5.178
H -6.668 1.494 3.830
H -7.823 0.767 4.920
C 0.451 3.832 -7.997
O 1.585 3.668 -7.660
N -0.497 2.975 -7.859
N 0.002 4.930 -8.567
H -1.439 3.235 -8.114
H -0.311 2.098 -7.395
H -0.993 5.071 -8.659
H 0.586 5.664 -8.942
C 1.349 0.351 -0.616
O 0.149 0.158 -0.833
N 2.130 -0.455 -0.004
N 1.971 1.435 -0.943
H 1.729 -1.369 0.152
H 3.108 -0.203 -0.024
H 2.898 1.711 -0.650
H 1.450 2.008 -1.592
C 0.220 -6.666 2.647
O 1.061 -6.627 1.741
N -0.676 -7.570 2.782
N 0.240 -5.945 3.657
H -1.055 -7.832 3.680
H -0.735 -8.180 1.979
H -0.387 -6.163 4.418
H 0.944 -5.227 3.749
C 6.451 -4.140 6.536
O 5.882 -3.728 5.471
N 7.276 -3.357 7.253
N 6.444 -5.370 6.938
H 7.461 -3.504 8.235
H 7.429 -2.438 6.863
H 7.273 -5.423 7.513
H 6.246 -6.218 6.425
C -7.113 1.605 -2.333
O -7.134 2.335 -1.379
N -6.129 0.860 -2.753
N -8.034 1.592 -3.233
H -6.162 0.725 -3.754
H -5.242 0.841 -2.271
H -8.641 2.360 -3.485
H -7.993 0.834 -3.899
C -0.426 -5.271 -5.054
C -1.434 -5.018 -6.161
O -0.890 -4.032 -7.081
H -0.329 -4.304 -4.561
H 0.563 -5.438 -5.480
H -0.626 -6.147 -4.437
H -2.450 -4.698 -5.930
H -1.638 -5.967 -6.657
H -0.550 -4.527 -7.830
*
```

=====

Record 5
The following is a DFT calculation (wB97M-V/def2-TZVPD) of a molecular structure, C11H42N6O14.

For the energy relative to the best compared isomer or geometry (same formula, charge and spin), the calculation gives 2756.07 kJ/mol.

```
! RIJCOSX wB97M-V def2-TZVPD def2/J DEFGRID3
* xyz 0 1
C 0.596 -2.623 -2.601
O -0.056 -3.335 -1.868
N 1.539 -1.778 -2.240
N 0.475 -2.547 -3.914
H 1.831 -1.885 -1.279
H 2.200 -1.413 -2.910
H -0.271 -3.020 -4.404
H 1.118 -1.978 -4.447
C 0.616 -0.816 -0.036
O 1.804 -0.862 -0.095
N -0.055 0.030 0.577
N -0.103 -1.651 -0.691
H 0.298 0.735 1.208
H -1.049 -0.151 0.591
H 0.334 -2.101 -1.483
H -1.093 -1.794 -0.548
C -3.167 -2.427 -1.802
O -2.981 -1.354 -2.368
N -2.099 -3.191 -1.427
N -4.339 -2.812 -1.314
H -2.293 -3.978 -0.825
H -1.139 -3.098 -1.727
H -5.136 -2.215 -1.484
H -4.185 -3.453 -0.549
C 0.199 3.132 1.420
C 0.213 3.676 0.057
O 1.485 3.933 -0.563
O 0.946 4.000 2.233
H 0.645 2.142 1.327
H -0.817 3.086 1.812
H -0.212 4.677 -0.007
H -0.339 2.952 -0.543
H 1.359 4.332 -1.427
H 0.493 4.732 2.658
C -2.579 1.326 1.900
C -2.234 -0.131 1.556
O -2.135 -0.353 0.133
O -1.421 2.043 1.576
H -2.770 1.469 2.964
H -3.440 1.728 1.367
H -3.085 -0.718 1.902
H -1.329 -0.554 1.993
H -2.957 -0.249 -0.352
H -1.409 2.174 0.625
C 2.577 0.700 -2.268
C 2.136 1.437 -3.572
O 0.822 1.040 -3.983
O 1.532 0.899 -1.430
H 3.535 1.030 -1.867
H 2.598 -0.390 -2.296
H 2.902 1.249 -4.324
H 2.041 2.510 -3.401
H 0.336 1.035 -3.155
H 1.481 0.239 -0.734
C 0.657 0.423 3.204
C 0.640 1.969 3.502
O -0.306 2.340 4.473
O 0.555 -0.365 4.397
H 1.548 0.258 2.599
H -0.107 0.114 2.490
H 0.580 2.435 2.519
H 1.653 2.195 3.835
H 0.163 2.977 5.016
H -0.329 -0.231 4.744
O 1.117 -1.783 2.226
H 0.470 -2.378 1.848
H 1.639 -1.489 1.479
O 0.635 -4.516 -0.565
H 0.047 -5.084 -1.063
H 0.448 -3.635 -0.888
O 2.340 0.660 1.064
H 1.974 -0.202 0.867
H 2.857 0.885 0.291
*
```

=====

Record 6
The following is a DFT calculation (wB97M-V/def2-TZVPD) of 11 unconnected molecules or ions with the total composition C11H42O11.

For the energy relative to the best compared isomer or geometry (same formula, charge and spin), the calculation gives 0.00 kJ/mol.

```
! RIJCOSX wB97M-V def2-TZVPD def2/J DEFGRID3
* xyz -2 1
C 4.019 3.697 -2.176
O 3.453 4.753 -1.541
H 4.977 3.990 -2.694
H 4.308 2.890 -1.454
H 3.401 3.224 -2.974
C -0.214 -0.677 -0.831
O -1.037 0.261 -1.386
H 0.635 -1.043 -1.449
H 0.141 -0.372 0.176
H -0.715 -1.685 -0.664
C -0.191 -1.787 -4.323
O -1.351 -1.084 -3.971
H -0.281 -2.852 -4.035
H -0.012 -1.814 -5.402
H 0.699 -1.392 -3.827
H -1.273 -0.843 -3.022
C -0.564 -4.065 -0.211
O -1.846 -3.955 0.409
H 0.114 -4.510 0.517
H -0.642 -4.747 -1.062
H -0.167 -3.107 -0.552
H -2.515 -4.080 -0.268
C 3.557 -0.767 2.350
O 2.892 -0.698 3.601
H 4.588 -0.428 2.428
H 3.503 -1.780 1.928
H 3.099 -0.123 1.587
H 1.981 -1.051 3.553
C 5.158 0.107 -0.999
O 5.958 -0.929 -0.399
H 5.787 0.882 -1.426
H 4.581 -0.304 -1.832
H 4.471 0.556 -0.283
H 5.383 -1.688 -0.284
C -4.084 -1.453 -1.884
O -3.606 -0.485 -0.994
H -3.999 -2.465 -1.458
H -5.130 -1.281 -2.161
H -3.534 -1.449 -2.832
H -2.648 -0.326 -1.202
C -0.252 -1.667 2.320
O 0.083 -1.272 3.657
H -1.264 -1.363 2.047
H 0.462 -1.385 1.552
H -0.343 -2.762 2.299
H -0.753 -1.267 4.127
C 0.975 2.577 2.448
O 0.849 3.513 1.414
H 0.592 1.609 2.139
H 1.994 2.487 2.845
H 0.366 2.873 3.321
H 1.092 4.385 1.729
C -2.198 1.493 2.114
O -2.251 2.803 1.675
H -3.176 0.985 2.147
H -1.663 0.900 1.366
H -1.656 1.324 3.054
H -2.458 3.446 2.356
C -5.144 2.559 -0.109
O -3.951 2.298 -0.806
H -5.332 1.858 0.711
H -5.011 3.562 0.310
H -5.997 2.609 -0.801
H -3.861 1.318 -0.865
*
```

=====

Record 7
The following is a DFT calculation (wB97M-V/def2-TZVPD) of 11 unconnected molecules or ions with the total composition C11H44B2Cl2NO12.

```
! RIJCOSX wB97M-V def2-TZVPD def2/J DEFGRID3
* xyz -1 1
C 4.983 0.186 0.368
C 4.414 -0.883 -0.568
C 3.287 -1.735 0.046
C 1.875 -1.346 -0.389
C 1.256 -0.179 0.390
C -0.102 0.249 -0.173
B -0.702 1.715 0.357
N 0.345 2.431 1.298
B -2.120 1.241 1.240
O -2.053 0.893 2.615
O -3.412 1.063 0.743
C -3.648 0.409 -0.500
C -5.037 0.775 -0.974
C -0.972 2.733 -0.922
Cl -2.627 3.202 -1.274
C -0.019 3.204 -1.706
C 1.439 2.847 -1.560
Cl -0.332 4.300 -3.051
H 5.957 0.553 0.034
H 5.105 -0.202 1.382
H 4.310 1.047 0.423
H 5.230 -1.554 -0.862
H 4.043 -0.395 -1.475
H 3.338 -1.660 1.141
H 3.452 -2.785 -0.205
H 1.209 -2.208 -0.269
H 1.898 -1.061 -1.450
H 1.103 -0.537 1.418
H 1.946 0.670 0.441
H -0.032 0.242 -1.276
H -0.803 -0.554 0.087
H -0.068 3.254 1.728
H 0.598 1.820 2.069
H -1.879 1.651 3.182
H -2.893 0.738 -1.226
H -3.518 -0.671 -0.352
H -5.415 0.076 -1.721
H -5.010 1.779 -1.403
H -5.707 0.818 -0.111
H 1.752 3.009 -0.526
H 1.606 1.790 -1.794
H 2.058 3.441 -2.232
O 3.950 -4.698 1.373
H 4.658 -4.928 1.982
H 3.298 -5.398 1.480
O -1.110 -1.927 2.121
H -1.434 -1.184 2.650
H -0.447 -2.373 2.656
O -4.618 1.065 -4.107
H -5.135 1.606 -4.710
H -3.706 1.347 -4.229
O -1.153 -2.566 -1.595
H -1.330 -2.571 -0.645
H -0.830 -1.669 -1.746
O -4.664 3.105 1.500
H -5.373 2.598 1.908
H -4.207 2.448 0.942
O 4.993 1.586 -2.770
H 4.710 1.167 -3.588
H 5.941 1.432 -2.720
O 1.314 -5.250 3.239
H 0.968 -5.873 3.886
H 0.782 -5.398 2.450
O -3.704 -4.105 -1.541
H -2.891 -3.768 -1.947
H -4.307 -3.357 -1.602
O -7.476 2.488 0.448
H -6.936 3.278 0.570
H -8.127 2.500 1.156
O 7.219 0.017 2.926
H 6.946 0.653 3.594
H 7.815 -0.587 3.379
*
```

=====

Values of HOMO energy, in order: -12.2, -9.0, -10.9, -9.4, -8.1, 0.3, -4.0, all in eV.
Values of LUMO, in order: -2.20, -0.01, -4.42, 0.28, 0.06, 4.21, 2.08, all in eV.